Record 1
The following is a quantum chemistry calculation of a 2-piece molecular cluster, C4H8N2 overall, from the OMol25 dataset.

The relative energy (zero: lowest compared OMol25 entry of this formula, charge and spin) is 256.0 kJ/mol.

Last column: natural (NBO) charge in e.
Cartesian coordinates (Å):
C1 2.025 0.076 0.217  -0.61
C2 0.624 0.667 0.282  -0.24
N1 -0.335 -0.193 -0.389  -0.44
C3 -1.261 0.237 -1.135  0.04
C4 -2.869 -0.917 0.910  0.15
N2 -1.905 -1.604 0.878  -0.79
H1 2.373 0.016 -0.818  0.21
H2 2.040 -0.930 0.647  0.22
H3 2.722 0.701 0.783  0.22
H4 0.284 0.729 1.325  0.22
H5 0.588 1.676 -0.147  0.19
H6 -0.876 -1.271 0.290  0.44
H7 -2.026 -0.475 -1.454  0.21
H8 -1.384 1.288 -1.390  0.17

=====

Record 2
The following is a quantum chemistry calculation of a 11-piece molecular cluster, C19H60O11 overall, from the OMol25 dataset.

The relative energy (zero: lowest compared OMol25 entry of this formula, charge and spin) is 383.1 kJ/mol.

Last column: Mulliken charge in e.
Cartesian coordinates (Å):
C1 -4.671 -1.841 -2.237  -1.04
C2 -4.326 -1.224 -0.885  -0.49
O1 -2.966 -0.818 -0.773  -0.36
H1 -4.321 -1.208 -3.052  0.26
H2 -5.753 -1.965 -2.319  0.44
H3 -4.274 -2.853 -2.323  0.21
H4 -4.539 -1.956 -0.108  0.31
H5 -4.968 -0.359 -0.702  0.42
H6 -2.755 0.022 -1.194  0.24
C3 1.094 0.784 -4.040  -0.50
C4 0.717 0.470 -5.483  -0.48
O2 -0.660 0.176 -5.659  -0.59
H7 1.263 -0.152 -3.500  -0.01
H8 0.245 1.264 -3.559  0.17
H9 2.039 1.323 -4.060  0.44
H10 1.371 -0.270 -5.965  0.25
H11 0.902 1.338 -6.132  0.37
H12 -1.006 -0.233 -4.857  0.32
C5 3.295 -3.911 -0.346  -1.38
C6 2.561 -2.608 -0.579  0.14
O3 1.169 -2.776 -0.617  -0.37
H13 2.772 -4.456 0.444  0.30
H14 4.334 -3.760 -0.067  0.38
H15 3.225 -4.548 -1.231  0.34
H16 2.942 -2.083 -1.472  0.24
H17 2.865 -1.894 0.206  0.16
H18 0.729 -1.983 -0.262  0.22
C7 1.707 4.324 -1.983  -0.86
C8 1.907 4.632 -0.498  -0.25
O4 1.202 3.695 0.281  -0.29
H19 2.558 4.624 -2.606  0.43
H20 0.865 4.851 -2.434  0.27
H21 1.629 3.249 -2.132  0.06
H22 1.599 5.646 -0.221  0.32
H23 2.983 4.635 -0.315  0.23
H24 0.255 3.900 0.327  0.17
C9 4.693 2.480 1.804  -1.08
C10 4.093 1.673 2.955  0.13
O5 5.027 0.748 3.472  -0.56
H25 5.597 2.981 2.168  0.37
H26 4.003 3.288 1.572  0.16
H27 5.063 1.864 0.987  0.35
H28 3.139 1.257 2.619  0.04
H29 3.865 2.391 3.748  0.31
H30 4.818 0.510 4.376  0.29
C11 2.473 -2.599 4.215  -0.85
C12 1.265 -1.664 4.107  0.21
O6 1.186 -0.923 5.319  -0.54
H31 3.351 -1.980 4.420  0.21
H32 2.632 -3.198 3.317  0.23
H33 2.360 -3.269 5.065  0.30
H34 0.354 -2.249 3.951  0.22
H35 1.226 -0.969 3.259  -0.08
H36 2.037 -0.505 5.473  0.31
C13 -2.712 1.642 2.732  -0.30
C14 -3.917 1.808 3.688  -0.51
O7 -4.055 0.796 4.650  -0.50
H37 -1.744 1.740 3.230  0.30
H38 -2.838 2.429 1.988  -0.01
H39 -2.626 0.669 2.236  0.07
H40 -4.782 1.887 3.016  0.30
H41 -3.782 2.804 4.108  0.34
H42 -4.073 -0.025 4.146  0.31
C15 -0.046 -3.035 -4.302  -1.26
C16 -1.055 -2.811 -3.183  0.57
O8 -1.442 -1.432 -3.177  -0.32
H43 0.670 -2.216 -4.277  0.08
H44 -0.591 -3.102 -5.243  0.37
H45 0.501 -3.960 -4.126  0.43
H46 -0.583 -3.141 -2.252  -0.17
H47 -1.973 -3.393 -3.326  0.23
H48 -1.997 -1.304 -2.389  0.10
C17 -2.463 4.912 0.290  -0.70
O9 -1.608 3.838 -0.033  -0.38
H49 -1.962 5.873 0.244  0.26
H50 -3.312 4.990 -0.403  0.31
H51 -2.982 4.791 1.246  0.25
H52 -2.106 3.153 -0.480  0.20
C18 -1.712 -3.678 0.814  0.01
O10 -2.655 -4.030 1.817  -0.56
H53 -1.062 -2.903 1.225  0.07
H54 -1.147 -4.493 0.353  0.34
H55 -2.157 -3.222 -0.078  -0.21
H56 -2.200 -4.644 2.400  0.31
C19 0.086 0.662 0.456  -0.42
O11 -0.348 -0.682 0.399  0.30
H57 -0.476 1.304 1.139  -0.03
H58 1.069 0.608 0.928  -0.02
H59 0.198 1.134 -0.523  0.25
H60 -1.286 -0.837 0.217  -0.09

=====

Record 3
The following is a quantum chemistry calculation of C25H36AuN2O3P as an isolated structure, from the OMol25 dataset.

The relative energy (zero: lowest compared OMol25 entry of this formula, charge and spin) is 84.0 kJ/mol.

Last column: natural (NBO) charge in e.
Cartesian coordinates (Å):
Au1 -0.471 -0.026 0.818  1.10
C1 -2.164 0.142 5.154  -0.23
O1 -1.132 -0.583 5.779  -0.52
C2 0.078 -0.776 5.197  0.28
C3 0.986 -1.423 6.011  -0.25
C4 2.290 -1.671 5.598  -0.26
C5 2.698 -1.242 4.361  -0.18
C6 1.825 -0.578 3.487  -0.22
C7 2.367 -0.092 2.276  0.12
N1 1.716 0.476 1.304  -0.36
N2 2.406 1.075 0.356  -0.48
C8 1.721 1.669 -0.620  0.55
O2 0.475 1.748 -0.673  -0.80
C9 2.594 2.260 -1.657  -0.06
C10 2.112 3.248 -2.510  -0.21
C11 2.956 3.842 -3.429  -0.22
C12 4.281 3.447 -3.519  -0.21
C13 4.758 2.440 -2.693  -0.22
C14 3.919 1.848 -1.770  -0.19
C15 0.445 -0.351 3.860  0.33
O3 -0.399 0.205 3.092  -0.76
H1 -2.959 0.189 5.899  0.18
H2 -1.844 1.151 4.887  0.19
H3 -2.522 -0.367 4.259  0.17
H4 0.652 -1.731 6.989  0.22
H5 2.973 -2.184 6.256  0.21
H6 3.716 -1.402 4.039  0.20
H7 3.451 -0.178 2.166  0.19
H8 1.081 3.552 -2.424  0.22
H9 2.583 4.621 -4.078  0.21
H10 4.945 3.924 -4.225  0.21
H11 5.789 2.116 -2.760  0.21
H12 4.272 1.065 -1.115  0.24
C16 -4.979 -0.521 0.583  -0.60
C17 -3.578 -0.061 0.152  -0.26
C18 -3.516 1.460 0.069  -0.61
C19 -2.547 -0.579 1.128  -0.53
H13 -5.731 -0.170 -0.120  0.21
H14 -5.220 -0.130 1.569  0.21
H15 -5.035 -1.606 0.623  0.21
H16 -3.385 -0.472 -0.849  0.18
H17 -3.744 1.887 1.042  0.21
H18 -4.227 1.851 -0.659  0.21
H19 -2.515 1.779 -0.217  0.22
H20 -2.558 -1.665 1.179  0.20
H21 -2.738 -0.171 2.114  0.21
C20 2.078 -2.149 -1.365  -0.61
C21 1.298 -1.156 -2.220  -0.73
P1 -0.364 -0.756 -1.508  1.10
C22 -1.313 -2.339 -1.717  -0.74
C23 -1.872 -2.673 -3.094  -0.61
C24 -1.120 0.432 -2.705  -0.75
C25 -0.683 0.389 -4.162  -0.61
H22 3.096 -2.240 -1.740  0.23
H23 1.627 -3.140 -1.379  0.20
H24 2.126 -1.810 -0.332  0.23
H25 1.161 -1.535 -3.237  0.24
H26 1.851 -0.215 -2.272  0.26
H27 -2.137 -2.269 -1.005  0.24
H28 -0.663 -3.146 -1.368  0.24
H29 -2.561 -1.902 -3.432  0.21
H30 -2.418 -3.614 -3.040  0.23
H31 -1.088 -2.790 -3.838  0.21
H32 -0.892 1.416 -2.295  0.29
H33 -2.197 0.282 -2.620  0.23
H34 0.377 0.607 -4.266  0.22
H35 -1.238 1.154 -4.702  0.23
H36 -0.891 -0.567 -4.632  0.20

=====

Record 4
The following is a quantum chemistry calculation of a 2-piece molecular cluster, C2H5F2O3PS overall, from the OMol25 dataset.

For the total energy, the calculation gives -1244.0747 Eh.

Last column: natural (NBO) charge in e.
Cartesian coordinates (Å):
C1 -3.165 0.352 -0.529  -0.30
C2 3.824 -0.197 -0.103  0.40
O1 0.190 -0.551 0.608  -0.91
O2 -1.186 1.473 1.183  -0.93
O3 -1.751 0.241 -0.849  -0.76
F1 4.518 0.425 -1.124  -0.34
F2 4.147 0.406 1.001  -0.30
P1 2.787 -1.457 -0.345  0.23
S1 -0.524 0.840 0.125  1.79
H1 -3.233 0.897 0.501  0.23
H2 -3.710 -0.679 -0.574  0.19
H3 -3.785 0.856 -1.384  0.20
H4 2.202 -1.315 0.942  0.00
H5 -0.313 -1.291 0.547  0.49

=====

Record 5
The following is a quantum chemistry calculation of C24H68F12N13O31S12 as an isolated structure, from the OMol25 dataset.

As for the charge: +1. The relative energy (zero: lowest compared OMol25 entry of this formula, charge and spin) is 0.0 kJ/mol.

Last column: Mulliken charge in e.
Cartesian coordinates (Å):
C1 6.360 -6.388 30.418  -1.45
C2 4.928 -6.736 29.953  0.80
C3 4.568 -8.100 30.609  -0.71
O1 4.590 -7.685 31.963  -0.40
C4 4.333 -8.774 32.884  -0.82
N1 3.922 -5.717 30.493  0.41
H1 3.258 -5.378 29.715  -0.38
H2 3.441 -6.139 31.334  0.38
H3 4.422 -4.906 30.756  0.33
H4 6.479 -5.308 30.175  0.41
H5 7.153 -7.004 29.885  0.36
H6 6.586 -6.502 31.510  0.31
H7 4.780 -6.541 28.822  0.05
H8 5.414 -8.824 30.425  0.53
H9 3.587 -8.537 30.254  0.35
H10 4.807 -9.654 32.428  0.31
H11 3.299 -9.021 32.809  0.32
H12 4.625 -8.606 33.891  0.26
C5 -1.016 -4.525 25.421  -1.36
C6 0.196 -5.429 25.362  0.43
C7 1.380 -4.641 24.726  0.63
O2 1.230 -4.393 23.311  0.09
C8 1.096 -5.618 22.594  -1.06
N2 0.616 -5.845 26.739  1.27
H13 0.444 -5.168 27.559  0.02
H14 0.164 -6.765 26.965  0.10
H15 1.591 -6.063 26.790  -0.22
H16 -1.301 -4.042 24.485  0.14
H17 -0.885 -3.782 26.197  0.00
H18 -1.921 -5.134 25.639  0.60
H19 -0.006 -6.344 24.765  0.48
H20 2.296 -5.233 24.925  0.42
H21 1.290 -3.697 25.253  -1.09
H22 1.154 -5.276 21.532  0.31
H23 0.111 -6.000 22.739  0.47
H24 1.879 -6.318 22.895  0.18
C9 -0.711 0.113 31.774  -1.64
C10 -0.658 -1.020 30.761  0.55
C11 -1.965 -1.579 30.342  -1.28
O3 -1.767 -2.504 29.370  0.24
C12 -2.934 -3.244 29.000  -0.58
N3 0.025 -0.589 29.492  0.44
H25 -0.053 -1.325 28.820  -0.21
H26 -0.592 0.059 29.040  0.15
H27 0.950 -0.370 29.727  0.40
H28 0.342 0.446 31.956  0.39
H29 -1.157 -0.206 32.693  0.46
H30 -1.318 0.999 31.487  0.30
H31 -0.161 -1.829 31.177  0.32
H32 -2.596 -0.797 29.907  0.43
H33 -2.564 -1.961 31.173  0.65
H34 -3.211 -2.740 28.061  0.30
H35 -3.802 -3.268 29.724  0.33
H36 -2.707 -4.264 28.655  -0.14
C13 6.212 -9.167 20.838  -0.89
C14 6.228 -9.441 22.247  0.72
O4 5.845 -10.373 22.860  -0.48
N4 6.681 -8.291 23.048  0.26
H37 5.983 -7.451 22.951  0.26
H38 6.574 -8.617 23.970  0.37
C15 8.053 -7.817 22.750  -1.03
H39 5.150 -9.215 20.500  0.24
H40 6.806 -9.852 20.185  0.31
H41 6.555 -8.199 20.787  0.26
H42 8.680 -8.637 22.520  0.43
H43 8.450 -7.274 23.595  0.43
H44 8.101 -7.103 21.935  0.37
C16 3.352 -0.766 21.412  -1.46
C17 2.267 -1.263 22.299  0.93
O5 1.086 -1.309 22.128  -0.33
N5 2.628 -1.443 23.752  1.26
H45 1.710 -1.789 24.134  -1.06
H46 3.326 -2.122 23.929  0.45
C18 3.002 -0.265 24.505  -0.51
H47 4.332 -1.253 21.485  0.28
H48 3.488 0.266 21.691  0.42
H49 3.014 -0.804 20.379  0.42
H50 2.115 0.386 24.598  0.32
H51 3.858 0.321 24.078  0.39
H52 3.354 -0.534 25.481  0.01
C19 2.016 -14.797 20.768  -0.89
C20 1.067 -13.632 20.844  0.67
O6 -0.024 -13.823 21.409  -0.77
N6 1.520 -12.424 20.479  -0.03
H53 2.427 -12.387 20.021  0.26
H54 -0.830 -13.429 22.957  0.44
C21 0.771 -11.256 20.804  -0.53
H55 3.032 -14.582 20.287  0.30
H56 1.569 -15.716 20.337  0.31
H57 2.192 -15.077 21.804  0.19
H58 1.479 -10.392 20.694  0.28
H59 0.488 -11.270 21.887  -0.07
H60 -0.174 -11.012 20.287  0.27
C22 0.810 -14.399 24.466  -1.06
C23 -0.210 -13.291 24.778  0.91
O7 -1.104 -13.001 23.843  -0.47
N7 -0.307 -12.749 25.917  -0.10
H61 0.314 -12.965 26.632  0.22
H62 -3.395 -2.420 21.799  0.32
C24 -1.134 -11.455 26.116  -0.83
H63 1.633 -13.802 24.052  0.21
H64 0.354 -15.249 23.908  0.38
H65 1.205 -14.875 25.386  0.41
H66 -0.531 -10.566 26.252  0.24
H67 -1.749 -11.619 26.970  0.35
H68 -1.712 -11.260 25.200  0.31
N8 -3.435 -3.430 21.814  -0.32
S1 -4.914 -4.127 22.234  1.19
O8 -5.110 -3.839 23.624  -0.48
O9 -4.887 -5.408 21.619  -0.51
F1 -6.043 -3.294 21.470  -0.20
S2 -2.487 -3.718 20.428  1.19
O10 -2.051 -2.451 19.963  -0.58
O11 -3.301 -4.541 19.650  -0.56
F2 -1.296 -4.486 20.873  -0.02
N9 2.333 -8.652 25.042  -0.05
S3 2.168 -9.347 23.677  0.68
O12 3.301 -9.368 22.809  -0.40
O13 0.913 -8.990 23.112  -0.56
F3 1.971 -10.926 23.935  -0.26
S4 3.473 -8.823 26.104  0.70
O14 3.473 -7.661 26.985  -0.30
O15 4.758 -9.269 25.572  -0.59
F4 2.679 -10.022 27.015  -0.35
N10 -1.315 -6.122 29.385  -0.33
S5 -2.008 -7.292 28.569  1.07
O16 -1.248 -7.973 27.508  -0.59
O17 -3.300 -6.816 28.239  -0.64
F5 -2.179 -8.401 29.715  -0.26
S6 0.154 -6.341 29.921  0.98
O18 1.014 -5.352 29.316  -0.34
O19 0.580 -7.737 29.894  -0.66
F6 0.174 -5.996 31.445  -0.28
N11 6.052 -5.680 22.462  -0.33
S7 4.982 -5.106 21.426  0.88
O20 3.913 -4.334 22.083  -0.39
O21 4.634 -6.189 20.483  -0.62
F7 5.862 -4.049 20.686  -0.27
S8 6.650 -4.761 23.635  0.91
O22 7.240 -5.712 24.538  -0.69
O23 5.837 -3.758 24.243  -0.47
F8 7.856 -4.011 23.003  -0.25
N12 -0.961 -0.147 26.584  -0.22
S9 -2.096 0.756 27.213  1.11
O24 -1.695 1.257 28.469  -0.76
O25 -3.294 -0.001 27.132  -0.60
F9 -2.202 2.012 26.386  -0.18
S10 -0.890 -0.484 25.036  0.79
O26 -0.023 -1.691 24.835  -0.63
O27 -0.571 0.673 24.202  -0.70
F10 -2.326 -0.926 24.681  -0.20
N13 2.826 -1.798 29.190  -0.24
S11 3.505 -2.044 30.517  1.02
O28 3.673 -0.795 31.220  -0.67
O29 4.456 -3.039 30.744  -0.66
F11 2.229 -2.727 31.275  -0.29
S12 3.071 -2.467 27.802  0.83
O30 1.966 -2.237 26.973  -0.28
O31 3.618 -3.796 27.857  -0.53
F12 4.119 -1.454 27.379  -0.33

=====

Record 6
The following is a quantum chemistry calculation of a 2-piece molecular cluster, C25H57N3O5P overall, from the OMol25 dataset.

For the total energy, the calculation gives -1867.9574 Eh. As for the charge: +1.

Last column: Mulliken charge in e.
Cartesian coordinates (Å):
C1 6.640 0.468 -0.536  -0.85
C2 6.053 0.056 -2.047  -0.30
O1 4.591 -0.005 -1.899  -0.34
C3 3.914 0.850 -2.931  -0.18
C4 3.875 2.409 -2.431  -0.04
O2 2.711 2.809 -1.649  -0.47
C5 1.431 2.678 -2.334  0.23
C6 1.433 2.932 -3.951  -1.05
O3 1.366 1.684 -4.766  -0.20
C7 1.037 2.018 -6.185  -0.64
N1 0.544 3.805 -1.758  -0.39
P1 -1.128 3.273 -1.493  0.55
C8 -2.023 4.699 -0.580  -0.59
C9 -3.123 4.075 0.485  -0.53
C10 -2.024 2.732 -3.086  -0.43
C11 -3.402 1.924 -2.588  -0.83
O4 0.734 1.412 -2.065  -0.22
C12 1.190 0.762 -0.828  -0.33
C13 -0.047 -0.278 -0.394  0.41
N2 -0.686 -0.706 -1.702  0.05
C14 -0.815 -2.208 -1.827  -0.86
C15 -0.290 -2.771 -3.308  0.57
C16 -1.476 -2.640 -4.477  -0.92
O5 0.046 -4.229 -3.245  -0.58
H1 6.679 1.649 -0.393  0.23
H2 7.700 0.017 -0.320  0.32
H3 5.825 0.097 0.253  0.20
H4 6.547 -0.991 -2.334  0.29
H5 6.421 0.925 -2.770  0.25
H6 2.873 0.350 -3.110  -0.03
H7 4.559 0.784 -3.914  0.39
H8 4.814 2.529 -1.700  0.22
H9 4.139 3.134 -3.342  0.11
H10 2.279 3.678 -4.330  0.38
H11 0.413 3.502 -4.196  0.41
H12 1.362 1.171 -6.942  0.22
H13 -0.128 2.121 -6.283  0.23
H14 1.590 3.024 -6.495  0.27
H15 0.623 4.667 -2.349  0.39
H16 -2.468 5.489 -1.321  0.37
H17 -1.208 5.247 0.075  0.30
H18 -4.180 4.151 -0.058  0.20
H19 -2.822 2.974 0.761  -0.01
H20 -3.189 4.726 1.481  0.31
H21 -2.438 3.650 -3.723  0.41
H22 -1.355 1.999 -3.712  0.10
H23 -3.758 1.112 -3.352  0.28
H24 -3.113 1.394 -1.559  0.13
H25 -4.220 2.724 -2.307  0.29
H26 1.282 1.505 0.101  0.09
H27 2.133 0.079 -0.938  0.16
H28 0.354 -1.156 0.268  0.04
H29 -0.840 0.410 0.153  -0.26
H30 -1.647 -0.317 -1.827  0.03
H31 -0.351 -2.824 -0.947  0.14
H32 -1.986 -2.440 -1.818  0.25
H33 0.682 -2.239 -3.685  0.18
H34 -0.996 -2.004 -5.366  0.20
H35 -2.415 -2.073 -4.022  0.21
H36 -1.862 -3.684 -4.853  0.31
H37 0.735 -4.409 -3.964  0.33
C17 -2.513 -4.691 6.476  -1.33
C18 -1.122 -4.539 5.888  -0.30
C19 -0.399 -3.263 6.319  -0.83
C20 -0.947 -1.909 5.844  -0.54
N3 -0.930 -1.650 4.314  0.53
C21 -2.267 -2.049 3.668  -0.51
C22 -3.149 -0.832 3.861  -0.76
C23 -2.221 0.329 3.589  -0.12
C24 -0.842 -0.117 4.048  -0.64
C25 0.239 -2.326 3.608  -0.93
H38 -3.168 -3.861 6.197  0.27
H39 -2.969 -5.617 6.111  0.36
H40 -2.472 -4.745 7.569  0.39
H41 -1.179 -4.617 4.800  0.18
H42 -0.519 -5.394 6.220  0.46
H43 0.657 -3.343 6.037  0.32
H44 -0.395 -3.238 7.418  0.51
H45 -0.312 -1.139 6.297  0.27
H46 -1.967 -1.744 6.203  0.39
H47 -2.083 -2.234 2.603  0.45
H48 -2.659 -2.950 4.138  0.22
H49 -3.533 -0.780 4.886  0.25
H50 -4.010 -0.835 3.187  0.49
H51 -2.542 1.240 4.103  0.40
H52 -2.198 0.554 2.517  -0.11
H53 -0.516 0.393 4.959  0.28
H54 -0.099 0.062 3.262  0.38
H55 0.128 -3.406 3.667  0.35
H56 1.167 -1.992 4.089  0.43
H57 0.231 -2.028 2.555  0.15